No. 1
The following is a quantum chemistry calculation of a cluster of 3 separate species, C21H37N3O8P2 in total, from OMol25.

Values from the calculation:
* charge: 0
* structure (SMILES): N#CC[C@@](C#N)(CCCN)CCc1ccccc1.COP(=O)(OC)OC.COP(=O)(OC)OC
* E_LUMO: -3.070 eV
* 2S+1: 1

Geometry as XYZ:
```
71
Properties=species:S:1:pos:R:3:lowdin_charge:R:1
N -2.07 -0.54 -1.80 0.1251
C -1.90 -1.83 -1.66 -0.0955
C -1.45 -3.40 -1.47 -0.0935
C -1.95 -3.91 0.00 -0.3682
C -3.24 -2.91 0.40 -0.1144
N -4.15 -2.03 0.76 0.0971
C -2.62 -5.43 -0.09 -0.1510
C -1.74 -6.49 -0.98 -0.1798
C -2.43 -6.80 -2.47 -0.2850
N -1.34 -7.09 -3.51 -0.0625
C -0.86 -3.74 1.21 -0.1609
C 0.66 -4.21 0.85 -0.1753
C 1.60 -2.99 0.20 -0.1479
C 1.07 -1.46 -0.04 -0.0404
C 1.94 -0.23 -0.73 -0.0362
C 3.47 -0.57 -1.21 -0.0604
C 4.03 -2.08 -0.95 -0.0760
C 3.17 -3.32 -0.26 -0.0321
H -2.08 -4.02 -2.27 0.1213
H -0.32 -3.63 -1.72 0.1330
H -2.89 -5.80 0.99 0.1258
H -3.65 -5.27 -0.66 0.1297
H -0.63 -6.16 -1.17 0.0963
H -1.79 -7.53 -0.41 0.1236
H -3.21 -7.70 -2.42 0.1181
H -3.05 -5.88 -2.89 0.1039
H -0.67 -7.74 -3.04 0.0640
H -1.74 -7.50 -4.38 0.0710
H -0.87 -2.64 1.68 0.1289
H -1.23 -4.45 2.10 0.1303
H 0.74 -5.20 0.22 0.1048
H 1.19 -4.46 1.89 0.1270
H -0.03 -1.18 0.30 0.0691
H 1.49 0.86 -0.90 0.0818
H 4.08 0.28 -1.73 0.0892
H 5.14 -2.33 -1.29 0.0823
H 3.62 -4.39 -0.08 0.0832
C 4.68 4.24 3.53 -0.1597
O 5.04 4.09 2.17 -0.2890
P 3.71 3.62 1.17 0.7879
O 4.70 3.08 0.13 -0.2614
O 3.40 5.22 0.87 -0.2998
C 4.48 6.09 0.60 -0.1090
O 2.37 3.15 0.17 -0.3280
C 2.21 3.77 -1.09 -0.1392
H 5.57 4.54 4.09 0.0918
H 3.92 5.01 3.63 0.0817
H 4.31 3.29 3.92 0.0806
H 5.36 5.57 0.19 0.0915
H 4.76 6.61 1.52 0.0875
H 4.16 6.85 -0.13 0.0941
H 3.17 3.86 -1.63 0.0902
H 1.76 4.75 -0.97 0.0824
H 1.54 3.15 -1.70 0.0856
C -3.18 2.01 -1.26 -0.2021
O -3.05 3.40 -1.02 -0.2885
P -3.92 3.94 0.37 0.7851
O -3.92 5.36 -0.19 -0.2650
O -2.56 3.70 1.28 -0.2998
C -1.30 4.12 0.77 -0.1144
O -4.79 4.47 1.77 -0.3039
C -4.17 5.40 2.65 -0.1431
H -2.61 1.75 -2.15 0.0596
H -2.79 1.45 -0.40 0.0598
H -4.23 1.76 -1.42 0.0810
H -1.39 4.92 0.04 0.0913
H -0.80 3.25 0.31 0.0801
H -0.67 4.47 1.59 0.0912
H -3.65 6.19 2.11 0.0864
H -3.47 4.88 3.30 0.0780
H -4.94 5.85 3.28 0.0906
```

No. 2
The following is a quantum chemistry calculation of a cluster of 2 separate species, C21H38BF5N3O5 in total, from OMol25.

Values from the calculation:
* charge: +1
* E_LUMO: -2.209 eV
* 2S+1: 1

Geometry as XYZ:
```
73
Properties=species:S:1:pos:R:3:lowdin_charge:R:1
C 1.59 -0.36 3.57 -0.0693
C 0.83 0.95 3.71 -0.2517
N 0.25 1.41 2.45 0.0048
C -0.80 0.61 1.90 -0.2469
C -2.15 1.28 1.54 -0.0809
C -3.07 1.82 2.63 -0.3821
F -4.33 1.33 2.49 0.1314
F -3.15 3.18 2.45 0.1135
C -2.64 1.61 4.11 -0.2785
F -3.72 1.84 4.90 0.1023
F -1.70 2.54 4.41 0.0971
C -2.81 0.25 0.60 -0.0411
B -3.67 1.03 -0.53 -0.6064
O -3.15 2.03 -1.33 0.1703
O -4.98 0.68 -0.64 0.0584
C -5.47 0.40 -1.96 -0.0210
N -1.78 -0.77 0.16 -0.0727
C -2.01 -2.02 0.99 -0.0527
C -3.15 -2.91 0.50 -0.1436
F -4.27 -2.19 0.17 -0.0020
C -1.87 -1.10 -1.29 -0.0489
C -1.05 -2.27 -1.83 -0.3648
C 0.36 -2.59 -1.41 -0.0055
N -1.55 -3.00 -2.74 0.1751
C -0.45 -0.21 0.64 -0.1391
C 0.43 0.51 -0.41 -0.2898
C 0.10 1.98 -0.67 -0.0180
C 1.93 0.40 -0.02 -0.2140
C 2.83 0.43 -1.26 -0.0823
H 2.51 -0.21 3.01 0.0744
H 1.85 -0.70 4.57 0.0826
H 1.00 -1.15 3.12 0.0621
H 0.10 0.86 4.52 0.0998
H 1.55 1.70 4.02 0.1258
H 0.01 2.39 2.49 0.1240
H -1.04 -0.12 2.69 0.1314
H -1.87 2.16 0.97 0.1316
H -2.27 0.61 4.31 0.1602
H -3.59 -0.23 1.18 0.1394
H -3.17 2.88 -0.88 0.1288
H -6.46 -0.03 -1.85 0.1008
H -4.85 -0.32 -2.48 0.0867
H -5.58 1.32 -2.52 0.0996
H -2.19 -1.74 2.02 0.1392
H -1.12 -2.64 1.00 0.1336
H -2.85 -3.51 -0.35 0.1203
H -3.39 -3.61 1.30 0.1402
H -1.60 -0.20 -1.85 0.1470
H -2.91 -1.30 -1.53 0.1181
H 0.59 -3.58 -1.79 0.0966
H 1.07 -1.90 -1.87 0.0791
H 0.52 -2.59 -0.33 0.0690
H -2.49 -2.72 -3.00 0.0696
H 0.21 -0.98 1.03 0.1138
H 0.37 0.01 -1.37 0.1048
H -0.78 2.11 -1.30 0.0722
H 0.93 2.41 -1.24 0.0870
H 0.01 2.58 0.23 0.0752
H 2.19 1.22 0.64 0.1097
H 2.12 -0.54 0.50 0.1034
H 2.54 -0.28 -2.03 0.0573
H 3.85 0.22 -0.95 0.0756
H 2.84 1.43 -1.68 0.0802
C 7.55 0.73 -2.90 -0.1098
C 7.91 -0.35 -3.89 -0.1077
O 6.81 -1.26 -3.77 0.0687
C 5.75 -0.58 -3.30 -0.5723
O 4.64 -1.00 -3.25 0.1516
O 6.11 0.66 -2.90 0.0524
H 7.88 1.72 -3.20 0.1333
H 7.91 0.52 -1.90 0.1333
H 7.95 0.01 -4.92 0.1350
H 8.85 -0.86 -3.66 0.1343
```

No. 3
The following is a quantum chemistry calculation of a cluster of 3 separate species, C21H38ClF6N3O7P2S in total, from OMol25.

Values from the calculation:
* charge: 0
* structure (SMILES): C[PH](CCCCCCCSc1nnco1)(C[C@H](O)CN)P(O)Cl.CCOC(=O)C(F)(F)F.CCOC(=O)C(F)(F)F
* E_LUMO: 0.105 eV
* 2S+1: 1

Geometry as XYZ:
```
79
Properties=species:S:1:pos:R:3:lowdin_charge:R:1
C 5.87 -0.13 1.13 -0.2308
P 4.09 -0.16 1.61 0.6414
C 3.10 -1.67 1.21 -0.3639
C 1.61 -1.46 1.54 -0.2635
C 0.82 -2.76 1.62 -0.1993
C -0.57 -2.50 2.22 -0.1922
C -1.60 -2.14 1.15 -0.2012
C -2.80 -1.33 1.70 -0.2549
C -3.08 -0.10 0.85 -0.4588
S -4.37 0.95 1.61 0.9822
C -3.43 1.85 2.76 -0.7071
N -3.69 2.05 4.01 0.0580
N -2.65 2.85 4.49 0.0563
C -1.85 3.04 3.50 -0.1815
O -2.28 2.45 2.35 0.0142
C 3.55 0.69 -0.01 -0.2712
C 3.86 2.18 -0.19 -0.4349
O 5.16 2.41 -0.75 -0.0525
C 3.72 3.04 1.06 -0.2498
N 2.37 2.87 1.62 -0.0032
P 4.51 -1.19 3.66 0.3939
O 5.47 -0.10 4.47 -0.4572
Cl 5.85 -2.76 3.30 0.1185
H 6.17 0.77 0.59 0.0366
H 6.03 -0.98 0.47 0.0568
H 6.53 -0.25 1.98 0.0030
H 3.43 0.79 2.43 0.0151
H 3.42 -2.51 1.83 0.0247
H 3.26 -1.97 0.17 0.0895
H 1.12 -0.80 0.82 0.0995
H 1.55 -0.95 2.51 0.0939
H 1.34 -3.53 2.17 0.1167
H 0.67 -3.10 0.59 0.0761
H -0.50 -1.67 2.92 0.1042
H -0.91 -3.38 2.75 0.1151
H -1.15 -1.58 0.32 0.0965
H -2.01 -3.06 0.73 0.1147
H -3.69 -1.95 1.76 0.1078
H -2.56 -1.01 2.72 0.1011
H -3.40 -0.35 -0.15 0.0841
H -2.16 0.49 0.82 0.0748
H -0.93 3.58 3.45 0.1252
H 2.50 0.54 -0.22 0.0704
H 4.08 0.17 -0.82 0.0841
H 3.13 2.57 -0.91 0.1353
H 5.06 2.78 -1.62 0.0890
H 3.89 4.08 0.78 0.1145
H 4.43 2.71 1.81 0.1066
H 1.66 3.12 0.95 0.0692
H 2.26 3.43 2.45 0.0679
H 6.41 -0.27 4.32 0.0122
C 3.78 -2.40 -4.95 -0.0578
C 3.87 -3.37 -3.79 -0.1917
O 2.73 -3.23 -2.91 0.0256
C 1.63 -3.86 -3.28 -0.4026
O 1.47 -4.53 -4.26 0.1791
C 0.54 -3.65 -2.22 -0.5436
F 0.48 -2.37 -1.83 0.1561
F 0.81 -4.40 -1.14 0.1581
F -0.66 -3.99 -2.68 0.1826
H 3.67 -1.38 -4.59 0.0817
H 4.68 -2.47 -5.56 0.0841
H 2.92 -2.63 -5.59 0.0794
H 4.73 -3.15 -3.17 0.1245
H 3.95 -4.40 -4.12 0.1266
C -7.29 3.82 -0.37 -0.0553
C -6.59 2.87 -1.31 -0.1958
O -7.53 2.17 -2.14 0.0352
C -7.96 2.82 -3.21 -0.4051
O -7.65 3.92 -3.55 0.1716
C -8.92 1.92 -4.01 -0.5519
F -9.80 1.30 -3.21 0.1683
F -8.23 0.99 -4.67 0.1660
F -9.60 2.64 -4.90 0.1755
H -8.04 3.28 0.22 0.0854
H -6.57 4.28 0.31 0.0824
H -7.80 4.61 -0.92 0.0786
H -6.06 2.10 -0.74 0.0896
H -5.85 3.39 -1.93 0.1264
```

No. 4
The following is a quantum chemistry calculation of a cluster of 4 separate species, C21H38F5N3O7PS in total, from OMol25.

Values from the calculation:
* charge: +1
* E_LUMO: -4.121 eV
* 2S+1: 1

Geometry as XYZ:
```
76
Properties=species:S:1:pos:R:3:lowdin_charge:R:1
C -0.99 -1.32 0.39 0.0511
C -0.72 -0.98 1.86 -0.4986
O -0.39 -1.78 2.63 0.2057
O -0.92 0.38 2.23 -0.0180
C 0.34 1.04 2.34 -0.1713
N 0.22 2.00 3.44 0.0088
C -0.78 2.96 3.27 -0.2543
N -1.22 3.39 2.11 0.3008
C -2.22 4.44 1.95 -0.4510
F -3.42 3.93 2.21 0.1932
F -1.97 5.51 2.67 0.1985
C -2.25 4.87 0.45 -0.6126
F -2.53 3.86 -0.33 0.2057
F -3.13 5.82 0.27 0.2340
F -1.08 5.38 0.10 0.1962
N -1.21 3.50 4.45 0.1253
C -0.16 4.43 4.93 -0.1174
C 1.28 3.85 4.83 -0.1722
C 1.47 2.76 3.73 -0.3114
P 2.84 1.62 4.37 0.2522
O 3.46 0.71 3.17 -0.2022
O 2.28 0.68 5.54 -0.1738
S 4.25 2.74 5.09 0.3526
H -0.95 -2.40 0.24 0.0669
H -0.33 -0.75 -0.28 0.0947
H -2.04 -1.01 0.19 0.1016
H 1.06 0.27 2.67 0.1296
H 0.68 1.45 1.37 0.1569
H -0.86 3.00 1.24 0.1786
H -2.14 3.91 4.40 0.1435
H -0.35 4.64 5.99 0.1350
H -0.16 5.39 4.37 0.1232
H 1.55 3.45 5.82 0.0937
H 2.03 4.63 4.63 0.1096
H 1.90 3.24 2.83 0.1391
H 3.83 1.32 2.50 0.0857
H 2.79 0.86 6.35 0.0804
C -2.14 -6.35 -0.31 -0.1635
C -1.06 -6.90 -1.23 -0.1621
C -0.61 -5.64 -1.96 -0.2030
O -0.80 -4.55 -1.06 -0.1803
C -1.57 -4.98 0.06 -0.2127
H -2.34 -6.97 0.56 0.1161
H -3.07 -6.22 -0.86 0.1169
H -0.24 -7.30 -0.64 0.1179
H -1.41 -7.68 -1.90 0.1168
H -1.23 -5.45 -2.85 0.1251
H 0.44 -5.69 -2.27 0.1099
H -0.91 -5.05 0.93 0.1237
H -2.35 -4.25 0.28 0.1132
C 1.94 -3.52 -4.13 -0.1637
C 3.26 -3.19 -3.45 -0.1657
C 3.04 -1.75 -3.03 -0.1988
O 1.64 -1.60 -2.77 -0.1733
C 0.95 -2.76 -3.27 -0.1958
H 1.73 -4.59 -4.18 0.1073
H 1.93 -3.12 -5.15 0.1173
H 3.40 -3.82 -2.57 0.1161
H 4.13 -3.31 -4.10 0.1156
H 3.31 -1.05 -3.82 0.1190
H 3.61 -1.49 -2.13 0.1154
H 0.63 -3.35 -2.41 0.0891
H 0.06 -2.44 -3.82 0.1217
C -1.78 2.55 -4.04 -0.1602
C -1.19 1.20 -4.44 -0.1641
C 0.19 1.26 -3.80 -0.1910
O 0.07 2.07 -2.63 -0.1460
C -1.20 2.73 -2.64 -0.2310
H -2.87 2.57 -4.06 0.1154
H -1.41 3.33 -4.70 0.1186
H -1.77 0.39 -3.99 0.1143
H -1.15 1.03 -5.52 0.1170
H 0.92 1.74 -4.47 0.1236
H 0.57 0.28 -3.52 0.0942
H -1.83 2.25 -1.89 0.1015
H -1.07 3.78 -2.38 0.1056
```

The records above give, respectively, HOMO values of -8.5, -12.1, -6.9, -11.2 eV.
The records above give, respectively, max |F| values of 12.88, 1.81, 1.29, 3.50 eV/Å.